No. 1
This record from the OMol25 dataset describes C22H24ClI2OP2Tl as an isolated structure. The level of theory is ωB97M-V/def2-TZVPD.

**Spin multiplicity**: 1
**HOMO (alpha / beta)**: -13.29 / -13.29 eV
**Charge**: +2
**Total energy**: -2838.112648 hartree
**Gap between HOMO and LUMO (alpha / beta)**: 2.79 / 2.80 eV
**LUMO energy (alpha / beta)**: -10.503 / -10.494 eV

```
53
Properties=species:S:1:pos:R:3:forces:R:3
I -0.9483 -0.8242 -2.4941 1.0 -0.5 -0.3
I -2.0109 2.4322 -3.1351 -0.9 0.4 0.4
Tl 2.5711 2.4138 -1.1645 0.1 -0.4 -0.2
P -0.0255 -0.3234 -4.6998 0.0 -0.4 -0.6
C -1.4756 -0.1854 -5.7528 -0.1 0.0 0.1
C 1.0149 1.1157 -4.9677 0.1 0.4 0.6
H 1.8671 -1.7868 -4.7075 -0.3 0.0 -0.2
H 1.1728 -1.5285 -6.3576 -0.1 0.0 0.4
H 0.3466 -2.6287 -5.1866 0.3 0.2 -0.1
C 0.9395 -1.7106 -5.2947 0.0 -0.4 0.3
H 1.9036 1.0338 -4.3107 -0.4 0.0 -0.4
H 1.3069 1.1006 -6.0398 -0.2 0.0 0.6
H -1.1454 -0.1177 -6.7971 -0.1 0.0 0.2
H -2.0755 0.6888 -5.4800 0.2 -0.2 -0.2
H 0.4412 2.0297 -4.7400 0.4 -0.3 -0.2
H -2.0724 -1.0843 -5.6036 -0.1 0.0 -0.2
C -3.5689 0.8716 -2.3421 -2.2 1.3 2.9
O -4.3554 0.9027 -1.4894 2.6 -0.6 -3.1
Cl 2.7995 -0.1691 -2.1081 -0.3 0.6 0.1
C 2.3998 3.2234 3.6575 0.1 0.2 0.1
C 3.0708 2.5677 2.6265 0.1 -0.1 -0.1
C 2.3998 1.5963 1.9005 -0.2 0.0 -0.3
C 1.0445 1.2991 2.1379 0.4 0.3 -0.2
C 0.4064 1.9215 3.2114 -0.1 0.3 0.1
C 1.0820 2.8873 3.9700 0.0 -0.2 -0.1
P 0.2914 0.0381 1.0327 -0.6 -0.3 2.1
C 0.8839 -1.4527 1.9268 0.9 -0.6 -1.0
C 1.7984 -2.2535 1.2118 -0.3 0.0 0.1
C 2.3253 -3.4097 1.7959 -0.3 0.1 0.0
C 1.9484 -3.7661 3.0959 0.2 0.1 -0.2
C 1.0878 -2.9449 3.8284 -0.1 0.2 -0.3
C 0.5705 -1.7836 3.2483 -0.1 0.0 0.1
C -1.4848 0.1014 1.5041 0.2 0.0 -1.0
C -2.1978 -1.0477 1.9014 -0.5 0.1 0.3
C -3.5565 -0.9388 2.2321 0.4 -0.3 -0.1
C -4.2237 0.2709 2.0341 -0.4 0.0 0.0
C -3.5578 1.3717 1.4829 0.5 0.1 0.0
C -2.1888 1.2953 1.2367 -0.4 -0.3 0.2
H 2.9243 3.9967 4.2206 -0.2 -0.2 -0.1
H 4.1095 2.8032 2.3698 -0.4 -0.1 0.3
H 2.9340 1.0239 1.1384 0.0 0.0 0.1
H -0.6178 1.6549 3.4699 0.2 0.2 -0.1
H 0.5699 3.3867 4.7992 0.2 -0.3 -0.3
H 2.0779 -1.9532 0.1908 -0.1 -0.3 0.5
H 2.9933 -4.0455 1.2138 -0.1 0.2 0.3
H 2.3447 -4.6841 3.5395 -0.2 0.4 -0.1
H 0.7937 -3.2226 4.8399 0.1 0.1 -0.2
H -0.0964 -1.1385 3.8210 0.1 -0.2 -0.1
H -1.6973 -2.0146 1.9995 -0.1 0.4 0.0
H -4.0869 -1.8161 2.6341 0.3 0.6 -0.3
H -5.2862 0.3529 2.2893 0.4 0.0 -0.1
H -4.0938 2.2935 1.2657 0.1 -0.2 0.2
H -1.6539 2.1572 0.8449 -0.1 0.0 0.1
```
Forces are in eV/Å.

natural (NBO) atomic charge list, values in e, 8 entries: 0.16 0.25 0.86 1.36 -0.99 -1.00 0.30 0.28

---

No. 2
This record from the OMol25 dataset describes C22H24ClI2OP2V as an isolated structure. The level of theory is ωB97M-V/def2-TZVPD.

**⟨S²⟩**: 2.050
**Spin multiplicity**: 3
**HOMO (alpha / beta)**: -14.09 / -14.09 eV
**Charge**: +2
**Total energy**: -3609.685376 hartree
**Gap between HOMO and LUMO (alpha / beta)**: 5.49 / 5.68 eV
**LUMO energy (alpha / beta)**: -8.608 / -8.414 eV

```
53
Properties=species:S:1:pos:R:3:forces:R:3
I -3.7364 -0.9497 4.8710 -0.2 0.4 -0.6
I -4.6562 0.4706 2.7426 0.3 -0.3 0.5
V -1.4120 -0.3017 -0.7758 2.3 0.4 -4.4
P -2.6800 -2.1825 -1.6705 -0.8 -1.4 -0.4
C -4.0134 -2.9576 -0.6974 0.2 0.2 0.1
C -3.5063 -1.7046 -3.2193 0.1 0.4 -0.2
H -0.6186 -3.1892 -2.5212 -0.3 -0.1 0.0
H -1.9723 -4.3634 -2.5409 -0.1 0.2 0.1
H -1.1566 -3.9354 -1.0121 -0.2 0.0 -0.2
C -1.5047 -3.5467 -1.9794 0.5 0.3 0.1
H -2.7807 -1.3664 -3.9639 -0.1 -0.2 0.2
H -4.1202 -2.5145 -3.6354 0.2 0.0 0.3
H -4.5274 -3.7201 -1.3089 0.3 0.3 0.3
H -4.7134 -2.1704 -0.4055 -0.1 -0.2 0.0
H -4.1596 -0.8525 -3.0003 0.0 -0.1 0.0
H -3.5981 -3.4051 0.2123 -0.2 0.0 -0.2
C -1.8128 -1.2772 0.7712 -1.9 -4.1 8.3
O -2.0466 -1.8578 1.7850 1.4 2.8 -5.6
Cl -0.7913 0.1497 -2.8997 -0.3 -0.4 0.9
C 2.5180 0.8083 4.4958 -0.2 -0.2 -0.3
C 1.1279 0.7209 4.3082 0.2 0.0 -0.1
C 0.6153 0.4181 3.0475 -0.1 0.3 0.0
C 1.4758 0.2581 1.9461 -0.3 -0.9 0.7
C 2.8660 0.1615 2.1747 0.0 0.4 0.0
C 3.3854 0.4685 3.4458 -0.5 0.0 0.0
P 0.6961 0.1875 0.2942 1.6 0.7 0.8
C 0.0666 1.9282 0.1046 -0.4 -0.7 0.5
C -1.2400 2.1178 -0.3836 0.5 0.8 0.4
C -1.7344 3.4187 -0.5450 -0.6 -0.2 0.3
C -1.0627 4.4996 0.0356 0.6 -0.2 -0.2
C 0.2050 4.3033 0.6136 -0.3 -0.3 -0.1
C 0.7792 3.0264 0.6275 -0.6 0.3 -0.3
C 2.0799 -0.1382 -0.8404 0.0 0.3 -0.3
C 2.5913 0.9591 -1.5449 0.3 0.1 -0.1
C 3.6689 0.7830 -2.4193 0.0 -0.4 0.2
C 4.2509 -0.4846 -2.5765 -0.4 0.3 0.2
C 3.7438 -1.5651 -1.8471 0.1 -0.2 0.0
C 2.6681 -1.4104 -0.9772 -0.3 0.3 0.3
H 2.9168 1.0999 5.4731 -0.1 -0.2 -0.4
H 0.4451 0.8880 5.1439 0.2 -0.1 -0.3
H -0.4694 0.3199 2.9055 0.4 0.2 0.1
H 3.5544 -0.1189 1.3759 -0.2 0.2 0.1
H 4.4652 0.4366 3.6298 -0.5 0.0 -0.2
H -1.9930 1.2746 -0.5323 -0.3 2.3 0.1
H -2.6661 3.5886 -1.0877 0.1 -0.1 0.5
H -1.5220 5.4946 0.0511 0.2 -0.5 -0.2
H 0.7478 5.1424 1.0648 -0.3 -0.4 -0.2
H 1.7343 2.8920 1.1193 0.1 -0.2 -0.2
H 2.1938 1.9664 -1.3596 0.1 -0.5 -0.4
H 4.0635 1.6358 -2.9647 0.0 -0.1 0.1
H 5.1054 -0.6201 -3.2472 -0.4 0.0 0.3
H 4.2083 -2.5459 -1.9396 -0.1 0.2 0.0
H 2.3216 -2.2401 -0.3439 0.2 0.3 -0.5
```
Forces are in eV/Å.

natural (NBO) atomic charge list, values in e, 8 entries: 0.07 -0.04 0.61 1.09 -0.94 -0.93 0.27 0.29

---

No. 3
This record from the OMol25 dataset describes C22H24F6IrN7O6S2 as an isolated structure. The level of theory is ωB97M-V/def2-TZVPD.

**⟨S²⟩**: 0.754
**Spin multiplicity**: 2
**HOMO (alpha / beta)**: -17.51 / -17.50 eV
**Charge**: +3
**Total energy**: -3186.400072 hartree
**Gap between HOMO and LUMO (alpha / beta)**: 7.31 / 5.03 eV
**LUMO energy (alpha / beta)**: -10.197 / -12.465 eV

```
68
Properties=species:S:1:pos:R:3:forces:R:3
Ir -0.2673 0.0233 -0.2441 -0.9 1.4 1.3
O -2.8768 -2.6842 -1.5039 0.0 0.0 0.0
C -1.9619 -1.9407 -1.4614 0.0 0.1 -0.3
O -1.9578 -0.8385 -0.6418 0.5 -0.4 0.8
C -0.7287 -1.9611 -2.2962 0.0 0.0 0.0
C -0.5344 -2.8382 -3.3344 -0.1 0.0 0.0
C 0.6331 -2.7344 -4.0800 0.0 0.0 0.0
C 1.5467 -1.7413 -3.7614 0.0 0.0 0.0
C 1.2960 -0.8984 -2.6949 0.0 0.0 0.1
N 0.1678 -1.0080 -1.9821 0.7 -0.4 0.5
H -1.2963 -3.5807 -3.5326 0.0 0.0 0.0
H 0.8262 -3.4150 -4.8987 0.0 0.0 0.0
H 2.4660 -1.6211 -4.3173 0.0 0.0 0.0
H 2.0003 -0.1367 -2.4021 0.1 0.0 0.1
F 4.6334 -4.2225 0.6998 0.1 -0.1 0.0
C 3.9740 -3.3739 -0.0460 0.0 0.2 0.0
F 4.7985 -2.7198 -0.8582 0.0 0.0 0.1
F 3.0534 -3.9999 -0.7725 0.0 0.0 0.0
S 3.1343 -2.1171 1.0198 0.1 0.6 -1.0
O 2.5259 -1.1898 0.0529 -0.2 -0.2 0.1
O 4.1019 -1.5666 1.9000 0.0 0.0 0.3
N 2.0242 -2.9826 1.7455 -0.6 0.2 0.3
S 0.5328 -2.6322 1.5184 0.5 -1.1 -0.8
O -0.0629 -2.9977 0.2538 0.1 0.2 0.1
O 0.1949 -1.2195 1.8608 -0.5 0.5 -1.2
C -0.2865 -3.7202 2.7785 0.2 0.3 0.0
F -1.5491 -3.2988 2.8479 -0.2 0.0 0.1
F 0.2986 -3.5879 3.9462 0.0 0.0 0.1
F -0.2351 -4.9543 2.3525 0.0 0.0 0.0
N 1.4567 2.3435 -1.7222 0.0 -0.2 0.0
C 1.9910 2.0439 -0.4848 0.1 0.2 -0.1
C 3.2693 2.5332 -0.2163 0.0 0.0 0.0
C 3.8401 2.2963 1.0097 0.0 0.0 0.0
C 3.1088 1.5804 1.9583 -0.1 0.0 0.0
C 1.8742 1.1124 1.6173 0.0 0.0 0.2
N 1.2861 1.3285 0.4042 0.0 -0.8 -0.5
C 0.1832 2.2331 -2.2090 0.0 0.1 0.0
C -0.1039 2.9595 -3.3754 0.0 0.0 0.0
C -1.3550 2.9265 -3.9260 0.0 0.0 0.0
C -2.3372 2.1580 -3.2921 0.0 0.0 0.0
C -2.0030 1.4477 -2.1801 0.0 0.0 0.0
N -0.7534 1.4700 -1.6103 0.1 -0.3 -0.4
H 2.0616 2.9102 -2.2987 0.0 0.0 0.0
H 3.7903 3.0993 -0.9775 0.0 0.0 0.0
H 4.8370 2.6552 1.2290 0.0 0.0 0.0
H 3.5164 1.3439 2.9302 0.0 0.0 0.0
H 1.3402 0.4689 2.2906 0.0 -0.1 0.0
H 0.6858 3.5520 -3.8190 0.0 0.0 0.0
H -1.5726 3.4806 -4.8295 0.0 0.0 0.0
H -3.3457 2.0905 -3.6739 0.0 0.0 0.0
H -2.7206 0.7927 -1.7235 0.0 0.0 0.0
N -3.6088 1.4921 3.4438 0.0 0.0 0.0
C -2.1488 1.6597 3.7448 0.0 0.0 0.0
C -1.3245 0.7840 2.8148 0.0 0.0 0.0
N -1.5254 1.0888 1.3647 0.2 0.1 0.0
C -2.9908 0.9903 1.0926 0.0 0.0 -0.1
C -3.8524 1.8473 2.0082 0.0 0.0 0.1
H -4.1787 2.0754 4.0636 0.0 0.0 0.0
H -3.8954 0.5241 3.6214 0.0 0.0 0.0
H -1.9700 1.3757 4.7806 0.0 0.0 0.0
H -1.9298 2.7222 3.6320 0.0 0.0 0.0
H -1.5561 -0.2688 2.9639 0.0 0.0 0.0
H -0.2864 0.9238 3.0879 0.0 0.0 0.0
H -1.2297 2.0533 1.2049 -0.1 0.0 0.0
H -3.2661 -0.0621 1.1486 0.0 0.0 0.0
H -3.2023 1.3233 0.0832 0.0 0.0 0.0
H -4.9062 1.6921 1.7825 0.0 0.0 0.0
H -3.6292 2.9106 1.9130 0.0 0.0 0.0
```
Forces are in eV/Å.

natural (NBO) atomic charge list, values in e, 8 entries: 1.61 -0.43 0.77 -0.71 0.09 -0.16 -0.08 -0.20

---

No. 4
This record from the OMol25 dataset describes C22H24FIN2O4PSm as an isolated structure. The level of theory is ωB97M-V/def2-TZVPD.

**⟨S²⟩**: 8.758
**Spin multiplicity**: 6
**HOMO (alpha / beta)**: -13.74 / -13.75 eV
**Charge**: +2
**Total energy**: -2659.824260 hartree
**Gap between HOMO and LUMO (alpha / beta)**: 7.41 / 8.39 eV
**LUMO energy (alpha / beta)**: -6.329 / -5.354 eV

```
56
Properties=species:S:1:pos:R:3:forces:R:3
Sm -2.2713 -0.2162 -0.4962 0.3 0.2 -1.1
C 3.0754 0.0197 4.7812 0.0 0.0 0.1
C 3.6942 -0.4287 3.4716 -0.1 0.0 -0.2
C 4.9320 0.3802 3.1263 0.0 0.0 0.1
C 5.5866 -0.1759 1.8782 0.1 0.0 0.0
C 4.5968 -0.2357 0.7532 -0.1 0.0 -0.1
C 5.0168 -0.2042 -0.5533 0.0 0.0 0.0
C 4.0997 -0.2385 -1.6083 0.0 0.0 0.0
F 4.5790 -0.2118 -2.8507 0.0 0.0 0.0
C 2.7554 -0.2833 -1.3984 0.1 0.0 0.1
C 2.2972 -0.3104 -0.0694 0.0 -0.1 0.0
C 0.8943 -0.3511 0.1984 -0.4 0.0 0.0
O 0.0038 -0.3277 -0.7454 -0.2 0.1 0.0
C 0.4869 -0.3920 1.5388 0.2 0.0 0.4
C 1.4138 -0.3833 2.5531 0.0 0.0 -0.1
N 2.7235 -0.3438 2.3179 0.1 0.0 0.1
C 3.2042 -0.3003 1.0105 0.0 0.0 0.0
C -1.0031 -0.3636 1.6443 -0.2 0.0 -0.3
O -1.6440 -1.4217 1.3319 0.2 -0.2 0.2
O -1.5993 0.7423 1.5364 0.3 0.2 0.4
H 3.8640 0.0362 5.5320 0.0 0.0 0.0
H 2.3116 -0.6596 5.1571 0.0 0.0 0.0
H 2.6664 1.0288 4.7113 0.0 0.0 0.0
H 3.9648 -1.4868 3.5312 0.0 0.0 0.1
H 5.6153 0.3298 3.9734 0.0 0.0 0.0
H 4.6605 1.4316 2.9971 0.0 0.0 0.0
H 5.9705 -1.1809 2.0782 0.0 0.0 0.0
H 6.4423 0.4266 1.5747 0.0 0.0 0.0
H 6.0714 -0.1442 -0.7905 0.0 0.0 0.0
H 2.0564 -0.3086 -2.2209 0.0 0.0 0.0
H 1.1122 -0.4095 3.5881 0.0 0.0 0.0
I -4.6581 1.9972 -0.2941 -0.3 -0.1 0.1
C -2.9010 2.9480 -0.9083 0.1 0.5 0.1
C -2.8561 4.3306 -0.8498 0.1 -0.2 -0.2
C -1.6814 4.9324 -1.2729 0.1 0.0 0.0
C -0.6213 4.1418 -1.6996 0.0 0.0 0.0
C -0.7566 2.7685 -1.6763 0.0 0.0 0.0
N -1.8953 2.1722 -1.2862 -0.1 -0.2 0.2
H -3.7015 4.9040 -0.5002 0.0 0.0 0.0
H -1.5869 6.0100 -1.2685 0.0 0.0 0.0
H 0.3046 4.5849 -2.0364 0.0 0.0 0.0
H 0.0471 2.1036 -1.9647 0.0 0.0 0.0
C -3.7710 -3.6596 -3.1372 0.0 0.0 0.0
P -4.4330 -2.1418 -2.4686 -0.2 -0.2 -0.2
C -5.7578 -1.5533 -3.5113 0.0 0.0 0.0
C -5.1299 -2.5023 -0.8510 -0.1 -0.1 0.0
O -3.3359 -1.0828 -2.3074 0.1 -0.1 0.4
H -4.5653 -4.3929 -3.2823 0.0 0.0 0.0
H -3.0336 -4.0776 -2.4505 0.0 0.0 0.0
H -3.2883 -3.4684 -4.0954 0.0 0.1 0.0
H -6.5405 -2.3087 -3.5892 0.0 0.0 0.0
H -5.3870 -1.3232 -4.5099 0.1 0.0 0.0
H -6.1809 -0.6448 -3.0812 0.0 0.0 0.0
H -5.8696 -3.3026 -0.9048 0.0 0.0 0.0
H -5.6255 -1.6154 -0.4495 0.0 0.0 0.0
H -4.3526 -2.8371 -0.1564 0.0 0.0 -0.1
```
Forces are in eV/Å.

natural (NBO) atomic charge list, values in e, 8 entries: 2.04 -0.63 -0.03 -0.41 -0.43 0.01 -0.21 0.42

---

Values of energy relative to the best compared isomer or geometry (same formula, charge and spin), in order: 1.657, 0.000, 1.929, 0.000, all in eV.
Values of largest force on an atom, in order: 4.138, 9.491, 2.104, 1.143, all in eV/Å.